Molecular formula: C38H50N5O6PS2Zr
Method: DFT, ωB97M-V/def2-TZVPD

```
! RIJCOSX wB97M-V def2-TZVPD def2/J DEFGRID3
* xyz 2 1
Zr 0.16808 -0.27209 -0.10808
O -2.70208 2.61639 -1.42061
C -1.57664 2.15945 -0.95504
O -1.50107 1.22645 -0.16443
C -0.31234 2.75250 -1.44454
C -0.16045 3.87777 -2.23664
C 1.13005 4.25722 -2.58334
C 2.20060 3.47780 -2.15795
C 1.93501 2.35850 -1.38478
N 0.70616 2.02150 -1.01273
C 2.90013 1.30766 -0.95401
O 4.19564 1.45004 -1.09090
O 2.45858 0.27565 -0.47457
H -3.40035 1.95250 -1.25688
H -1.02863 4.42881 -2.57192
H 1.30282 5.13096 -3.19582
H 3.20669 3.74184 -2.45822
H 4.44696 2.31322 -1.45067
C -1.84865 1.21089 3.87275
C -0.32833 1.03872 3.80607
P 0.38024 1.56306 2.19086
C -0.41435 3.20751 1.93454
C -0.16168 4.24231 3.02943
C 2.15134 2.02439 2.47721
C 2.60336 2.22348 3.92096
H -2.24527 0.65675 4.72323
H -2.35486 0.84582 2.97616
H -2.12794 2.25483 4.00530
H -0.04378 -0.00297 3.96385
H 0.15321 1.61137 4.59791
H -1.48491 3.02753 1.81173
H -0.04735 3.59531 0.98277
H -0.47109 3.88752 4.01197
H -0.72205 5.15295 2.81815
H 0.89226 4.51273 3.08719
H 2.29924 2.94436 1.90054
H 2.76277 1.25092 2.01309
H 2.02238 2.98525 4.43860
H 3.64780 2.53453 3.93825
H 2.52715 1.29354 4.48463
C 1.50483 -3.54436 -7.67237
C 1.33331 -2.94163 -6.31159
C 2.03108 -3.42509 -5.21112
C 1.87215 -2.88032 -3.94747
C 2.69140 -3.47474 -2.83540
C 0.98271 -1.80111 -3.77260
C 0.28427 -1.27070 -4.88564
C -0.68711 -0.12194 -4.81533
C 0.47486 -1.86454 -6.12312
C 0.72765 -1.24580 -2.45361
O 0.92998 -1.87937 -1.34444
O 0.25476 -0.07444 -2.29938
H 2.12377 -4.43861 -7.64073
H 1.97352 -2.82747 -8.34894
H 0.53637 -3.80639 -8.09941
H 2.72579 -4.24608 -5.34351
H 3.52535 -4.03067 -3.26146
H 2.07825 -4.17226 -2.25859
H 3.09397 -2.71743 -2.16308
H -1.46337 -0.29489 -4.07044
H -1.15920 0.00206 -5.78712
H -0.17395 0.80707 -4.56060
H -0.07003 -1.47811 -6.97628
S 1.62593 -1.22916 1.94739
C 2.41301 -2.75464 1.79700
N 2.46245 -3.43203 0.66182
C 3.11416 -4.73741 0.54331
C 4.23109 -4.85164 1.56688
C 3.68427 -4.53169 2.94578
N 2.98254 -3.25123 2.89147
H 2.01878 -3.01691 -0.14881
H 3.50925 -4.82553 -0.46528
H 2.37241 -5.52708 0.68793
H 5.03371 -4.15617 1.31542
H 4.64339 -5.85873 1.55354
H 4.48471 -4.44562 3.67775
H 2.99777 -5.31147 3.28404
H 2.89537 -2.69942 3.72889
S -2.28287 -0.96342 -1.60019
C -3.59761 -1.40619 -0.49761
C -4.23876 -2.63981 -0.62873
C -5.29779 -2.98806 0.19491
C -5.73902 -2.11941 1.18311
C -5.12502 -0.88635 1.32603
C -4.07191 -0.53066 0.49228
H -3.90501 -3.31324 -1.40808
H -5.79255 -3.94134 0.05460
H -6.57120 -2.39098 1.81955
H -5.47283 -0.19040 2.08030
H -3.61392 0.43041 0.61940
N -3.13358 -5.12669 2.63335
C -2.45032 -4.10131 2.08746
C -2.35405 -2.85199 2.71865
C -1.64553 -1.84757 2.11119
N -1.05373 -1.95299 0.91238
C -1.14810 -3.15594 0.30486
C -1.78780 -4.23321 0.85295
H -3.69834 -4.98643 3.45209
H -3.26954 -5.97901 2.11977
H -2.83861 -2.66849 3.66820
H -1.55805 -0.88873 2.60325
H -0.70301 -3.23356 -0.67268
H -1.83020 -5.16487 0.30408
*
```

Calculated values
Frontier orbital gap (Eh): 0.2022
ΔE to the lowest compared entry with this formula, charge and spin (kcal/mol): 25.1
Lowest unoccupied orbital energy (eV): -6.13

Löwdin population analysis, charges in e, atoms 1 to 99: Zr 1.60; O 0.21; C -0.48; O -0.20; C -0.17; C 0.08; C 0.02; C 0.06; C -0.15; N 0.07; C -0.41; O 0.22; O -0.05; H 0.15; H 0.14; H 0.13; H 0.13; H 0.14; C -0.14; C -0.39; P 0.90; C -0.39; C -0.12; C -0.41; C -0.13; H 0.09; H 0.05; H 0.07; H 0.05; H 0.08; H 0.08; H 0.07; H 0.07; H 0.09; H 0.07; H 0.08; H 0.02; H 0.06; H 0.08; H 0.08; C -0.03; C -0.23; C 0.01; C -0.18; C -0.04; C -0.04; C -0.16; C -0.03; C 0.01; C -0.54; O -0.21; O -0.20; H 0.08; H 0.09; H 0.09; H 0.12; H 0.09; H 0.09; H 0.08; H 0.03; H 0.09; H 0.08; H 0.13; S 0.72; C -0.69; N 0.06; C -0.14; C -0.15; C -0.14; N 0.03; H 0.08; H 0.11; H 0.13; H 0.13; H 0.13; H 0.13; H 0.13; H 0.13; S 0.76; C -0.63; C -0.13; C -0.08; C -0.09; C -0.09; C -0.14; H 0.10; H 0.11; H 0.11; H 0.11; H 0.07; N 0.17; C -0.30; C 0.02; C -0.16; N -0.17; C -0.18; C 0.01; H 0.12; H 0.12

---

Molecular formula: C38H50N6O5
Method: DFT, ωB97M-V/def2-TZVPD

```
! RIJCOSX wB97M-V def2-TZVPD def2/J DEFGRID3
* xyz 0 1
C 5.16893 3.38241 1.60063
H 5.92917 3.29959 0.82668
H 4.93497 4.43254 1.75182
H 5.56620 2.97212 2.52443
C 3.91124 2.60710 1.19762
N 4.27196 1.20595 0.99012
C 4.80802 0.37537 1.90196
O 5.06562 0.66466 3.05348
C 5.13572 -0.99959 1.30771
N 4.09163 -1.42015 0.38336
C 4.42748 -2.67412 -0.27159
C 5.70721 -2.56005 -1.09512
C 5.53001 -1.62128 -2.28794
C 6.82628 -1.51534 -3.08467
C 7.96400 -1.01997 -2.19778
C 8.14689 -1.93890 -0.99259
H 8.93311 -1.54677 -0.34370
C 6.85710 -2.11320 -0.18554
C 6.46977 -0.84140 0.56689
H 6.38242 -0.00776 -0.12902
H 7.24259 -0.58943 1.29575
H 7.02465 -2.90182 0.55886
H 8.46830 -2.92126 -1.34794
H 7.75140 -0.00306 -1.86386
H 8.89327 -0.98795 -2.77091
H 6.69057 -0.83714 -3.93002
H 7.08413 -2.49913 -3.48463
H 5.22586 -0.63523 -1.93723
H 4.73174 -2.00412 -2.92744
H 5.94315 -3.55776 -1.48403
H 3.58812 -2.93984 -0.91636
H 4.55150 -3.47963 0.47564
C 2.78339 -1.50538 1.01460
H 2.74625 -0.80435 1.84949
C 1.68009 -1.14026 0.01140
O 1.32517 -2.29569 -0.71239
H 0.64981 -2.06883 -1.36315
C 0.45727 -0.51456 0.71948
N -0.40015 0.09884 -0.27331
C -0.73778 1.38915 -0.23641
O -0.25428 2.20283 0.53341
C -1.79694 1.75578 -1.29764
N -3.01356 1.00418 -1.05192
C -3.20990 -0.27190 -1.40728
O -2.33802 -0.99341 -1.88418
C -4.59583 -0.75143 -1.14637
N -5.42594 0.10614 -0.60152
C -6.67526 -0.29740 -0.31427
C -7.56253 0.61869 0.29047
C -8.83576 0.23577 0.60439
C -9.28032 -1.06877 0.32879
C -8.44527 -1.97803 -0.25816
C -7.12482 -1.61962 -0.59417
C -6.21042 -2.50767 -1.19794
C -4.94230 -2.07732 -1.47281
H -4.19625 -2.70983 -1.92662
H -6.52397 -3.51627 -1.42896
H -8.78174 -2.98238 -0.47277
H -10.29159 -1.34681 0.58570
H -9.51443 0.93540 1.06922
H -7.20290 1.61508 0.49473
H -3.80353 1.46343 -0.61601
H -1.40812 1.44455 -2.27784
C -2.10913 3.25205 -1.30500
C -0.99308 4.04447 -1.99014
O -1.03728 4.34786 -3.16169
N 0.01338 4.38624 -1.16542
H 0.08886 3.93811 -0.26109
H 0.82099 4.84184 -1.55818
H -3.02564 3.41842 -1.87208
H -2.23678 3.60070 -0.27953
H -0.90965 -0.51058 -0.91480
H 0.80485 0.29714 1.36463
C -0.31926 -1.56359 1.53157
C -1.72728 -1.13458 1.84439
C -1.98931 0.09726 2.43316
C -3.28939 0.48700 2.70083
C -4.34656 -0.35791 2.40899
C -4.09454 -1.59295 1.83876
C -2.79582 -1.97037 1.54568
H -2.60899 -2.93090 1.08670
H -4.91299 -2.26355 1.61822
H -5.36130 -0.05819 2.62574
H -3.47651 1.45170 3.14922
H -1.17390 0.75970 2.68159
H 0.22543 -1.74885 2.46021
H -0.34174 -2.49618 0.96408
H 2.08689 -0.38285 -0.67854
H 2.58158 -2.51426 1.40143
H 5.26374 -1.71382 2.14059
H 4.05589 0.78792 0.09717
C 2.84694 2.71861 2.29261
H 2.66894 3.76287 2.53426
H 3.18898 2.20694 3.18762
H 1.90937 2.27970 1.95950
C 3.35586 3.13607 -0.12416
H 4.08933 3.03023 -0.92115
H 3.10917 4.18938 -0.02193
H 2.45195 2.59554 -0.39810
*
```

Calculated values
Frontier orbital gap (Eh): 0.3037
Lowest unoccupied orbital energy (eV): -0.58

List of Löwdin charges in e, atom by atom: C -0.03; H 0.08; H 0.08; H 0.08; C -0.58; N 0.13; C -0.47; O 0.07; C -0.22; N -0.12; C -0.14; C -0.27; C -0.16; C -0.20; C -0.20; C -0.16; H 0.11; C -0.28; C -0.09; H 0.11; H 0.14; H 0.15; H 0.12; H 0.11; H 0.11; H 0.11; H 0.11; H 0.11; H 0.12; H 0.15; H 0.12; H 0.13; C -0.12; H 0.13; C -0.31; O -0.02; H 0.10; C -0.24; N 0.13; C -0.41; O 0.03; C -0.18; N 0.14; C -0.41; O 0.04; C -0.19; N 0.17; C -0.22; C -0.01; C -0.07; C -0.07; C -0.03; C -0.15; C 0.00; C 0.01; H 0.12; H 0.12; H 0.11; H 0.11; H 0.11; H 0.11; H 0.14; H 0.17; C -0.05; C -0.55; O 0.05; N 0.18; H 0.07; H 0.11; H 0.13; H 0.13; H 0.10; H 0.13; C -0.07; C -0.22; C -0.04; C -0.07; C -0.09; C -0.09; C -0.04; H 0.12; H 0.10; H 0.10; H 0.10; H 0.12; H 0.13; H 0.12; H 0.15; H 0.14; H 0.16; H 0.13; C -0.02; H 0.09; H 0.08; H 0.06; C -0.04; H 0.09; H 0.09; H 0.07